[1]
This record from OMol25 describes C22H20AsF6N4O9S2Sn as an isolated structure at a distorted geometry. The level of theory is ωB97M-V with the def2-TZVPD basis set.

Structure (XYZ):
```
65
C22H20AsF6N4O9S2Sn ωB97M-V with the def2-TZVPD basis set
Sn -0.4757 -0.7877 0.2320
O 0.5793 0.3907 -4.3226
C 1.7021 -0.2934 -4.0665
C 1.5223 -1.6299 -4.3603
C 2.5611 -2.5302 -4.2446
C 3.8054 -2.0706 -4.0015
C 3.9785 -0.7138 -3.6364
C 2.9147 0.1267 -3.5986
C 3.0765 1.5787 -2.9844
O 4.0842 2.2145 -3.0748
N 1.9641 1.8712 -2.2896
N 2.2164 2.7148 -1.2426
C 1.1435 2.8721 -0.5436
C 1.3189 3.1694 0.8587
C 0.1350 3.2173 1.6813
C 0.2521 3.7155 2.9344
C 1.4819 4.0338 3.4774
C 2.6079 3.6824 2.6898
N 2.5537 3.2261 1.4308
H 0.4043 1.1187 -3.6399
H 0.4977 -2.0124 -4.6641
H 2.4901 -3.6336 -4.2534
H 4.6019 -2.8313 -3.9208
H 4.8704 -0.3093 -3.4042
H 0.1943 2.6206 -0.9944
H -0.7358 2.9688 1.2224
H -0.5912 3.7970 3.6367
H 1.6270 4.4569 4.4583
H 3.5884 3.7256 3.1067
O -1.4598 -0.5004 -1.6288
S -2.0408 0.9064 -1.5866
O -3.4966 1.0392 -1.6113
O -1.5390 1.2547 -0.1540
O -1.3750 1.5857 -2.6588
O -1.1381 -5.1410 -5.7564
C -0.4905 -5.4855 -4.6396
O 0.3025 -6.3989 -4.7704
C -0.7583 -4.7187 -3.4010
C -0.0330 -5.1665 -2.2540
C -0.3456 -4.7035 -0.9996
C -1.3400 -3.7144 -0.8447
S -1.7761 -2.9545 0.6416
C -1.9749 -3.2793 -2.0170
C -1.6656 -3.7439 -3.2681
H -1.6603 -4.3120 -5.6487
H 0.6964 -5.9631 -2.3528
H 0.2656 -4.9467 -0.1130
H -2.6937 -2.5183 -1.8833
H -2.1927 -3.2313 -4.0800
F -2.5310 3.2927 5.9987
As -1.3832 3.3661 7.3699
F -0.2143 2.5089 6.2976
F -0.9707 4.9333 6.7711
F -0.2288 3.2819 8.6503
F -2.4471 4.1096 8.4144
F -1.9926 1.7880 7.8797
C -2.2060 -0.0412 4.3900
C -2.0089 0.2252 2.9928
N -2.4253 1.3958 2.5390
O -1.4031 -0.5998 2.2516
H -1.2257 0.0709 4.9125
H -2.4106 -1.1621 4.5125
H -3.0664 0.4595 4.8202
H -2.8333 2.0513 3.1918
H -2.3064 1.6231 1.5485
```

For the total energy, the calculation gives -5592.47138 Ha. The expectation value of S² is 0.79. The multiplicity is 2. The orbital gap (alpha / beta) is 0.25972 / 0.18650 hartree. The max |F| comes out at 4.05 eV/A. The value obtained for the highest occupied orbital energy (alpha / beta) is -3.40 / -3.40 eV. Its relative energy (zero: lowest compared OMol25 entry of this formula, charge and spin) is 148.9 kJ/mol. As for the net charge: -2. As for the lowest unoccupied orbital energy (alpha / beta): 3.67 / 1.68 eV.

Here are the Löwdin charges for atoms 1 to 6, given in e: atom 1 (Sn): 1.072, atom 2 (O): 0.032, atom 3 (C): -0.313, atom 4 (C): -0.008, atom 5 (C): -0.114, atom 6 (C): -0.103

[2]
This record from OMol25 describes C30H30IrN3O5Se2Te3 as an isolated structure. The level of theory is ωB97M-V with the def2-TZVPD basis set.

Structure (XYZ):
```
74
C30H30IrN3O5Se2Te3 ωB97M-V with the def2-TZVPD basis set
Ir -0.3231 -3.9890 0.6606
Se 0.5191 -3.8085 2.9229
Te -1.4427 -4.5013 4.2717
Te -1.8268 -6.8954 2.9284
Se -0.5617 -6.4549 0.8412
O 2.1374 -4.0352 -4.6193
C 0.8250 -4.0343 -4.7600
O 0.2850 -4.0001 -5.8409
C 0.0141 -4.0835 -3.5126
C -1.3645 -4.0948 -3.4855
N -1.7400 -4.1473 -2.1942
N -0.6801 -4.1747 -1.3950
C 0.3939 -4.1276 -2.1549
C 1.7003 -4.1054 -1.4226
O 2.7500 -4.0852 -2.0699
O 1.6033 -4.1028 -0.1521
H 2.4266 -4.0561 -3.6537
H -2.0717 -4.0782 -4.2960
H -2.6609 -4.1596 -1.7855
C 2.8217 6.3322 -2.4457
C 2.2822 4.9640 -2.1229
C 3.0685 4.0091 -1.4941
C 2.5835 2.7426 -1.1837
C 3.5120 1.7692 -0.5122
C 1.2538 2.4147 -1.5004
Te 0.4871 0.4738 -1.0005
N -0.8207 -2.0452 0.2920
C -1.9932 -2.2444 0.7821
O -2.2253 -3.4901 1.1964
C -3.0927 -1.2642 0.9365
C -4.0164 -1.4415 1.9630
C -5.0506 -0.5323 2.1273
C -5.1774 0.5448 1.2592
C -4.2664 0.7106 0.2243
C -3.2243 -0.1906 0.0634
C 0.6951 0.6912 1.0977
C 1.5616 -0.1470 1.8067
C 2.5092 -1.1342 1.1840
C 1.5789 -0.0628 3.2001
C 0.7869 0.8312 3.8943
C 0.8030 0.8862 5.3982
C -0.0292 1.6871 3.1639
C -0.0894 1.6376 1.7783
C -0.9798 2.6173 1.0630
C 0.4486 3.3688 -2.1392
C -0.9928 3.1353 -2.5233
C 0.9795 4.6214 -2.4415
H 3.8789 6.4072 -2.1918
H 2.2871 7.1054 -1.8899
H 2.7117 6.5587 -3.5079
H 4.0953 4.2516 -1.2398
H 4.5259 2.1683 -0.4806
H 3.5253 0.8136 -1.0393
H 3.1929 1.5608 0.5103
H -3.9014 -2.2911 2.6248
H -5.7602 -0.6629 2.9350
H -5.9886 1.2514 1.3863
H -4.3662 1.5464 -0.4580
H -2.4984 -0.0699 -0.7304
H 2.4591 -1.1535 0.0994
H 2.2977 -2.1427 1.5365
H 3.5355 -0.8971 1.4778
H 2.2258 -0.7405 3.7478
H 1.4113 0.0826 5.8124
H -0.2064 0.7875 5.8020
H 1.2074 1.8366 5.7543
H -0.6490 2.4081 3.6887
H -1.5938 3.1649 1.7788
H -1.6408 2.1086 0.3618
H -0.3914 3.3387 0.4915
H -1.3545 2.1633 -2.1991
H -1.1135 3.2007 -3.6067
H -1.6300 3.9019 -2.0760
H 0.3437 5.3501 -2.9373
```

For the total energy, the calculation gives -7413.12236 Ha. The expectation value of S² is 0.76. The multiplicity is 2. The orbital gap (alpha / beta) is 0.23869 / 0.18295 hartree. The max |F| comes out at 0.63 eV/A. The value obtained for the highest occupied orbital energy (alpha / beta) is -4.75 / -4.56 eV. Its relative energy (zero: lowest compared OMol25 entry of this formula, charge and spin) is 0.0 kJ/mol. As for the net charge: -1. As for the lowest unoccupied orbital energy (alpha / beta): 1.75 / 0.42 eV.

Here are the Löwdin charges for atoms 1 to 6, given in e: atom 1 (Ir): 0.783, atom 2 (Se): -0.084, atom 3 (Te): 0.171, atom 4 (Te): 0.170, atom 5 (Se): -0.047, atom 6 (O): 0.123

[3]
This record from OMol25 describes C8H32O8 as an isolated structure at a distorted geometry. The level of theory is ωB97M-V with the def2-TZVPD basis set.

Structure (XYZ):
```
48
C8H32O8 ωB97M-V with the def2-TZVPD basis set
C 0.7653 -1.6730 1.4610
O -0.5363 -1.9444 0.9279
H 1.4458 -2.4584 1.1322
H 1.2437 -0.7548 1.1203
H 0.6776 -1.7108 2.5468
H -0.9987 -2.2776 1.7005
C 0.9483 2.8018 -2.7375
O 1.7842 1.8691 -3.4443
H 1.5087 3.5853 -2.2274
H 0.3734 3.3453 -3.4873
H 0.2520 2.3252 -2.0475
H 2.2430 1.3902 -2.7502
C -0.6569 -3.7665 -0.9310
O 0.5713 -3.5246 -0.1989
H -1.1209 -2.9909 -1.5402
H -0.3111 -4.4941 -1.6652
H -1.4462 -4.2908 -0.3922
H 0.3994 -2.7264 0.3061
C -3.4564 -1.5872 0.7744
O -4.8432 -1.6214 1.0791
H -3.1481 -2.0318 -0.1719
H -3.0549 -0.5779 0.8658
H -2.9842 -2.1415 1.5855
H -5.0620 -1.6009 2.0136
C -1.4308 3.4645 -2.0785
O -0.8507 4.3159 -1.1033
H -0.9696 3.6939 -3.0391
H -1.2968 2.3882 -1.9706
H -2.5193 3.5156 -2.0534
H -0.6600 3.8252 -0.3005
C -0.4664 0.3438 -0.5980
O -1.3863 -0.5661 -0.1831
H -0.5161 1.2600 -0.0095
H 0.5266 -0.0838 -0.4597
H -0.5903 0.6582 -1.6343
H -0.8788 -1.1976 0.3321
C 0.8019 1.5591 2.4906
O 1.6428 0.6959 3.2269
H 0.0146 2.0452 3.0668
H 1.5022 2.1931 1.9467
H 0.3477 0.9540 1.7060
H 2.1968 0.3108 2.5440
C 3.1047 -0.5582 0.4168
O 3.5761 -0.6017 1.7158
H 2.2485 0.0955 0.2503
H 3.8818 -0.0420 -0.1470
H 3.0284 -1.6095 0.1392
H 4.0992 0.1962 1.8224
```

For the total energy, the calculation gives -925.47313 Ha. The orbital gap is 0.34924 hartree. The max |F| comes out at 11.58 eV/A. The value obtained for the highest occupied orbital energy is -9.39 eV. Its relative energy (zero: lowest compared OMol25 entry of this formula, charge and spin) is 1099.2 kJ/mol. As for the lowest unoccupied orbital energy: 0.11 eV.

Here are the Löwdin charges for atoms 1 to 6, given in e: atom 1 (C): -0.036, atom 2 (O): 0.015, atom 3 (H): 0.106, atom 4 (H): 0.022, atom 5 (H): 0.140, atom 6 (H): 0.162